Molecular formula: C23H48BrNO21SSi2
Method: DFT, the ωB97M-V functional and the def2-TZVPD basis

Computed properties:
LUMO   0.23 eV
Electronic energy   -165753.836 eV
Orbital gap   9.915 eV
HOMO level   -9.7 eV
Total charge   0
2S+1   1

```
97
Properties=species:S:1:pos:R:3:lowdin_charge:R:1
C 5.503 1.596 -3.292 0.01
C 5.089 2.776 -4.130 -0.54
O 5.877 3.422 -4.791 0.09
N 3.680 3.064 -4.111 -0.21
C 3.374 4.412 -3.583 -0.10
Si 2.913 2.715 -5.632 0.49
O 1.255 2.797 -5.410 -0.39
Si 0.590 1.911 -4.170 0.16
S 0.859 -0.199 -4.355 0.51
C -1.283 2.230 -4.166 -0.25
C -1.826 2.007 -2.797 -0.84
O -2.638 1.175 -2.517 -0.01
Br -1.158 3.177 -1.383 0.79
H 6.465 1.825 -2.863 0.08
H 5.547 0.716 -3.918 0.09
H 4.762 1.450 -2.523 0.08
H 2.626 4.318 -2.807 0.05
H 4.233 4.874 -3.123 0.09
H 2.968 5.088 -4.330 0.07
H 3.327 3.596 -6.734 0.00
H 3.263 1.321 -5.960 -0.01
H 1.134 2.410 -2.901 -0.02
H 1.614 -0.455 -3.281 -0.18
H -1.491 3.241 -4.490 0.09
H -1.756 1.485 -4.792 0.09
C 2.898 9.007 -0.185 -0.04
O 1.634 8.739 -0.796 0.01
C 1.566 7.567 -1.419 -0.62
O 2.453 6.758 -1.499 0.12
O 0.350 7.441 -1.940 0.02
C 0.149 6.210 -2.638 -0.06
H 2.811 9.984 0.281 0.09
H 3.123 8.262 0.575 0.10
H 3.688 9.031 -0.932 0.10
H 0.265 5.358 -1.968 0.01
H 0.844 6.129 -3.473 0.09
H -0.868 6.227 -3.018 0.09
C 1.008 -1.526 3.133 -0.03
O 0.885 -1.198 1.748 0.01
C -0.370 -1.002 1.349 -0.63
O -1.352 -1.086 2.037 0.12
O -0.362 -0.703 0.056 0.01
C -1.671 -0.459 -0.486 -0.04
H 2.066 -1.665 3.332 0.10
H 0.632 -0.717 3.756 0.10
H 0.479 -2.450 3.358 0.08
H -2.138 0.387 0.009 0.09
H -2.293 -1.348 -0.383 0.10
H -1.547 -0.239 -1.536 0.06
C 1.762 -5.969 7.960 -0.03
O 1.604 -5.646 6.573 -0.02
C 0.337 -5.472 6.196 -0.63
O -0.628 -5.557 6.903 0.14
O 0.336 -5.180 4.898 0.00
C -0.963 -4.953 4.346 -0.04
H 2.829 -6.081 8.133 0.09
H 1.379 -5.166 8.586 0.10
H 1.258 -6.903 8.196 0.10
H -1.443 -4.105 4.831 0.10
H -1.583 -5.842 4.441 0.10
H -0.819 -4.727 3.294 0.09
C -5.858 -2.074 -7.960 -0.04
O -6.258 -1.773 -6.623 0.01
C -5.277 -1.313 -5.850 -0.63
O -4.137 -1.142 -6.188 0.12
O -5.777 -1.073 -4.643 0.01
C -4.815 -0.576 -3.707 -0.04
H -6.745 -2.435 -8.471 0.09
H -5.488 -1.182 -8.461 0.10
H -5.095 -2.850 -7.968 0.10
H -4.400 0.366 -4.047 0.08
H -4.021 -1.302 -3.549 0.10
H -5.342 -0.415 -2.771 0.09
C 7.173 -1.745 7.957 -0.04
O 6.494 -2.183 6.779 0.01
C 5.883 -3.359 6.907 -0.63
O 5.867 -4.038 7.899 0.12
O 5.294 -3.650 5.753 0.01
C 4.597 -4.900 5.756 -0.02
H 7.620 -0.786 7.713 0.09
H 6.473 -1.620 8.780 0.10
H 7.955 -2.449 8.234 0.10
H 3.809 -4.894 6.494 0.06
H 5.288 -5.721 5.943 0.10
H 4.159 -5.019 4.770 0.10
C -5.315 -1.482 2.810 -0.03
O -6.121 -0.741 1.889 0.01
C -6.726 -1.489 0.972 -0.63
O -6.648 -2.683 0.869 0.13
O -7.430 -0.683 0.178 0.00
C -8.133 -1.359 -0.866 -0.04
H -4.878 -0.759 3.491 0.09
H -5.922 -2.188 3.373 0.10
H -4.517 -2.003 2.285 0.09
H -8.854 -2.061 -0.453 0.10
H -7.440 -1.880 -1.524 0.09
H -8.657 -0.592 -1.429 0.09
```

=====

Molecular formula: C23H48F3O14
Method: DFT, the ωB97M-V functional and the def2-TZVPD basis

Computed properties:
LUMO   2.43 eV
Electronic energy   -61443.886 eV
Orbital gap   6.908 eV
HOMO level   -4.5 eV
Total charge   -1
2S+1   1

```
88
Properties=species:S:1:pos:R:3:lowdin_charge:R:1
O -0.688 1.499 0.123 -0.01
C 0.692 1.313 0.360 -0.78
O 1.457 1.584 -0.634 -0.10
O 1.063 0.909 1.493 -0.06
H -0.687 1.588 -0.845 0.07
C -4.429 -3.674 -1.125 -0.10
O -4.796 -4.025 -2.437 -0.21
C -3.786 -4.722 -3.148 -0.19
C -2.608 -3.848 -3.540 -0.20
O -1.819 -4.594 -4.438 -0.13
C -0.730 -3.918 -5.037 -0.19
C 0.306 -3.358 -4.089 -0.23
O -0.212 -2.316 -3.314 -0.21
C 0.828 -1.511 -2.761 -0.07
H -4.269 -4.587 -0.540 0.09
H -5.286 -3.127 -0.738 0.09
H -3.544 -3.039 -1.039 0.09
H -4.231 -5.082 -4.082 0.13
H -3.508 -5.587 -2.528 0.13
H -2.050 -3.536 -2.658 0.12
H -3.016 -2.948 -4.022 0.13
H -1.107 -3.149 -5.724 0.13
H -0.232 -4.693 -5.622 0.12
H 1.155 -2.976 -4.666 0.12
H 0.638 -4.186 -3.448 0.13
H 1.387 -2.078 -2.018 0.10
H 0.318 -0.673 -2.300 0.08
H 1.475 -1.078 -3.530 0.09
C 3.172 3.671 2.253 -0.11
O 4.212 3.556 1.303 -0.17
C 4.023 4.449 0.238 -0.23
C 5.091 4.290 -0.811 -0.21
O 5.069 2.989 -1.338 -0.09
C 6.064 2.801 -2.282 -0.24
C 5.979 1.441 -2.912 -0.25
O 5.942 0.460 -1.934 -0.15
C 5.553 -0.776 -2.493 -0.10
H 3.198 4.694 2.673 0.08
H 3.370 3.072 3.146 0.08
H 2.250 3.289 1.804 0.08
H 4.096 5.483 0.635 0.12
H 3.020 4.318 -0.197 0.13
H 6.071 4.492 -0.342 0.13
H 4.910 5.057 -1.582 0.13
H 7.064 2.952 -1.828 0.13
H 6.068 3.599 -3.046 0.12
H 6.875 1.345 -3.547 0.12
H 5.090 1.367 -3.551 0.13
H 4.460 -0.773 -2.568 0.09
H 5.896 -1.624 -1.907 0.08
H 5.990 -0.905 -3.494 0.08
C -2.955 0.926 5.198 -0.12
O -2.812 2.034 4.346 -0.17
C -1.642 2.040 3.564 -0.20
C -0.387 2.434 4.327 -0.20
O 0.001 1.429 5.223 -0.12
C 1.072 1.788 6.017 -0.23
C 1.188 0.786 7.135 -0.23
O 1.489 -0.488 6.629 -0.16
C 1.577 -1.435 7.657 -0.13
H -2.197 0.902 5.993 0.07
H -2.833 -0.023 4.656 0.09
H -3.937 0.977 5.667 0.08
H -1.766 2.814 2.806 0.13
H -1.420 1.102 3.035 0.13
H -0.655 3.359 4.872 0.13
H 0.397 2.678 3.603 0.12
H 0.924 2.791 6.446 0.13
H 2.020 1.849 5.464 0.13
H 0.257 0.810 7.720 0.13
H 2.023 1.104 7.786 0.13
H 0.675 -1.398 8.279 0.09
H 2.481 -1.277 8.259 0.08
H 1.641 -2.423 7.204 0.09
C -5.924 -1.879 -4.541 -0.06
C -6.052 -1.113 -3.255 -0.21
O -4.770 -0.819 -2.703 0.04
C -4.801 -0.150 -1.579 -0.45
O -5.749 0.003 -0.913 0.19
C -3.410 0.348 -1.147 -0.56
F -2.462 0.011 -2.022 0.17
F -3.444 1.676 -1.014 0.17
F -3.123 -0.177 0.033 0.19
H -5.645 -2.923 -4.466 0.06
H -5.332 -1.348 -5.289 0.08
H -6.937 -1.941 -4.967 0.08
H -6.668 -1.718 -2.579 0.13
H -6.612 -0.182 -3.355 0.13
```

=====

Molecular formula: C23H48N4O4P
Method: DFT, the ωB97M-V functional and the def2-TZVPD basis

Computed properties:
LUMO (alpha / beta)   1.59 / 0.58 eV
Electronic energy   -48061.633 eV
Orbital gap (alpha / beta)   5.341 / 4.329 eV
HOMO level (alpha / beta)   -3.7 / -3.7 eV
Total charge   -1
Expectation value of S²   2.01
2S+1   3

```
80
Properties=species:S:1:pos:R:3:lowdin_charge:R:1
C -0.577 -6.125 -3.315 -0.21
C -2.003 -5.689 -2.639 -0.44
P -2.764 -4.067 -3.291 0.87
C -1.667 -3.475 -4.791 -0.34
N -4.374 -4.272 -4.010 -0.24
C -5.243 -5.287 -3.321 -0.39
N -6.456 -4.541 -2.728 -0.01
C -5.813 -6.295 -4.528 -0.42
O -5.996 -5.666 -5.722 -0.19
O -6.043 -7.739 -4.371 -0.31
H -0.313 -7.238 -2.994 0.07
H -0.732 -6.082 -4.493 0.08
H 0.323 -5.425 -2.965 0.08
H -2.726 -6.624 -2.686 0.08
H -1.788 -5.525 -1.477 0.07
H -0.525 -3.673 -4.624 0.03
H -1.872 -2.319 -4.946 0.03
H -2.122 -4.052 -5.720 0.05
H -4.821 -3.328 -4.015 0.07
H -4.763 -5.862 -2.427 0.11
H -6.161 -4.385 -1.717 0.06
H -7.230 -5.260 -2.658 0.08
C -0.083 -0.714 2.702 -0.05
C 0.069 -1.512 1.376 -0.47
C 0.968 -0.690 0.417 -0.13
C 0.267 0.566 -0.100 -0.19
C -1.083 0.240 -0.731 -0.13
C -1.996 -0.697 0.108 -0.47
N -1.265 -1.831 0.757 -0.02
O -1.043 -2.809 -0.232 -0.04
C -2.750 0.094 1.208 -0.05
C -3.154 -1.174 -0.838 -0.06
C 0.812 -2.807 1.844 -0.05
H 0.842 -0.758 3.294 0.08
H -0.275 0.346 2.564 0.05
H -0.881 -1.134 3.330 0.09
H 1.276 -1.304 -0.439 0.12
H 1.896 -0.395 0.924 0.12
H 0.133 1.297 0.705 0.08
H 0.905 1.056 -0.844 0.11
H -1.607 1.180 -0.948 0.12
H -0.882 -0.224 -1.706 0.12
H -3.349 -0.579 1.833 0.09
H -3.439 0.824 0.769 0.08
H -2.098 0.671 1.861 0.05
H -2.779 -1.623 -1.765 0.01
H -3.787 -0.331 -1.143 0.08
H -3.802 -1.906 -0.339 0.09
H 0.256 -3.306 2.647 0.08
H 1.811 -2.565 2.231 0.08
H 0.972 -3.537 1.042 0.07
C 4.117 4.809 4.026 -0.05
C 4.269 4.011 2.700 -0.47
C 5.168 4.833 1.740 -0.14
C 4.467 6.089 1.224 -0.19
C 3.117 5.764 0.593 -0.13
C 2.204 4.826 1.431 -0.47
N 2.935 3.692 2.081 -0.02
O 3.157 2.715 1.091 -0.03
C 1.450 5.618 2.531 -0.04
C 1.046 4.349 0.486 -0.05
C 5.012 2.717 3.167 -0.05
H 5.042 4.766 4.617 0.09
H 3.925 5.870 3.887 0.05
H 3.319 4.390 4.654 0.09
H 5.476 4.220 0.884 0.12
H 6.096 5.128 2.248 0.12
H 4.333 6.820 2.028 0.10
H 5.105 6.579 0.479 0.11
H 2.593 6.703 0.376 0.12
H 3.318 5.299 -0.382 0.12
H 0.851 4.944 3.156 0.09
H 0.761 6.347 2.092 0.08
H 2.102 6.195 3.184 0.06
H 1.421 3.900 -0.441 0.08
H 0.413 5.192 0.181 0.09
H 0.398 3.617 0.985 0.08
H 4.456 2.217 3.970 0.09
H 6.011 2.959 3.555 0.08
H 5.172 1.986 2.366 0.07
```

=====

Molecular formula: C23H48NOP3SeZr
Method: DFT, the ωB97M-V functional and the def2-TZVPD basis

Computed properties:
LUMO   -15.05 eV
Electronic energy   -122620.272 eV
Orbital gap   4.479 eV
HOMO level   -19.5 eV
Total charge   +4
2S+1   1

```
78
Properties=species:S:1:pos:R:3:lowdin_charge:R:1
Zr 0.296 0.248 -0.299 1.12
P -0.148 0.523 2.572 0.79
P -2.356 1.103 -0.945 0.74
P 0.521 2.919 0.308 0.71
H 2.861 -1.068 -1.084 0.11
C 2.621 -0.172 -0.495 -0.22
C 2.314 -0.292 0.880 -0.15
H 2.225 -1.281 1.357 0.10
C -0.077 -1.128 3.359 -0.23
C -1.676 1.153 3.355 -0.21
C 1.096 1.436 3.564 -0.23
C -2.667 1.402 -2.721 -0.25
C -3.594 -0.205 -0.643 -0.25
C -3.270 2.517 -0.223 -0.24
C 2.252 3.242 0.813 -0.21
C -0.400 4.024 1.436 -0.22
C 0.392 3.948 -1.195 -0.25
H 3.124 0.738 -0.846 0.06
H 2.694 0.459 1.588 0.08
H 0.838 -1.649 3.047 0.05
H -0.945 -1.736 3.064 0.03
H -0.077 -1.031 4.453 0.09
H -2.529 0.541 3.039 0.05
H -1.860 2.193 3.064 0.04
H -1.588 1.099 4.449 0.09
H 2.097 1.065 3.322 0.05
H 0.917 1.287 4.637 0.09
H 1.050 2.510 3.352 0.03
H -3.747 1.341 -2.913 0.08
H -2.132 0.658 -3.323 0.04
H -2.291 2.398 -2.981 0.06
H -4.442 -0.079 -1.330 0.08
H -3.960 -0.141 0.391 0.06
H -3.146 -1.193 -0.813 0.04
H -4.279 2.559 -0.654 0.09
H -2.760 3.463 -0.437 0.04
H -3.358 2.384 0.860 0.05
H 2.457 4.299 0.616 0.08
H 2.944 2.623 0.234 0.04
H 2.405 3.032 1.877 0.04
H -0.078 5.052 1.224 0.09
H -0.209 3.811 2.491 0.04
H -1.478 3.955 1.256 0.04
H 0.878 4.911 -0.987 0.08
H -0.663 4.119 -1.451 0.06
H 0.881 3.448 -2.043 0.00
C 2.706 0.825 -4.088 -0.37
C 3.932 0.342 -3.629 -0.10
C 5.018 0.225 -4.523 -0.01
C 4.887 0.622 -5.863 0.01
C 3.672 1.170 -6.301 0.00
C 2.584 1.291 -5.408 -0.08
Se 0.987 0.852 -2.862 0.95
H 0.799 -0.565 -2.120 -0.10
H 4.064 0.039 -2.589 0.08
H 5.967 -0.186 -4.169 0.14
H 5.727 0.509 -6.563 0.15
H 3.568 1.496 -7.339 0.14
H 1.646 1.738 -5.756 0.12
O -0.516 -1.525 0.134 -0.28
C -1.038 -2.655 0.509 -0.37
C -0.404 -3.933 0.160 -0.07
C 0.029 -4.707 1.411 -0.15
C -1.110 -5.570 1.939 -0.17
C -2.275 -4.768 2.520 -0.16
C -2.965 -3.829 1.538 -0.11
N -2.157 -2.633 1.216 0.13
H -1.142 -4.502 -0.426 0.16
H 0.464 -3.709 -0.468 0.13
H 0.890 -5.330 1.132 0.14
H 0.387 -4.026 2.199 0.12
H -1.487 -6.208 1.130 0.13
H -0.723 -6.248 2.710 0.14
H -3.044 -5.472 2.860 0.14
H -1.949 -4.209 3.409 0.12
H -3.210 -4.356 0.610 0.15
H -3.907 -3.463 1.966 0.15
H -2.530 -1.707 1.435 0.14
```

=====

Molecular formula: C23H49AsBF6MoO2Se4Si4Te2
Method: DFT, the ωB97M-V functional and the def2-TZVPD basis

Computed properties:
LUMO (alpha / beta)   -1.09 / -1.29 eV
Electronic energy   -415909.136 eV
Orbital gap (alpha / beta)   5.871 / 5.717 eV
HOMO level (alpha / beta)   -7.0 / -7.0 eV
Total charge   0
Expectation value of S²   3.84
2S+1   4

```
93
Properties=species:S:1:pos:R:3:lowdin_charge:R:1
Mo 0.592 -1.247 -0.157 0.25
Se 0.768 -2.724 -2.359 0.56
Te 2.875 -1.054 -1.894 0.48
Te 4.839 -2.644 -1.389 0.10
Se 1.835 -2.875 1.594 0.33
C -2.535 -3.276 -0.890 -0.34
Se -1.626 -2.454 0.620 0.91
C -2.879 -0.995 0.957 -0.48
C -2.650 0.250 0.130 -0.48
Se -0.822 0.959 0.249 0.93
C -1.105 2.301 -1.137 -0.28
H -3.490 -3.650 -0.527 0.03
H -1.908 -4.107 -1.205 0.02
H -2.656 -2.571 -1.705 0.02
H -2.823 -0.801 2.027 0.05
H -3.866 -1.407 0.743 0.08
H -3.302 1.049 0.486 0.08
H -2.855 0.071 -0.925 0.06
H -1.636 3.116 -0.651 0.05
H -1.698 1.886 -1.944 0.02
H -0.132 2.633 -1.481 0.01
C -4.830 1.724 -6.473 -0.04
C -4.318 2.537 -5.276 -0.56
C -4.135 3.991 -5.714 -0.07
C -5.372 2.510 -4.161 -0.05
C -3.010 1.915 -4.783 -0.16
C -1.772 2.524 -5.001 0.00
C -0.564 1.967 -4.580 0.05
C -0.648 0.756 -3.943 -0.21
O 0.356 0.020 -3.361 0.05
B -0.269 -1.072 -2.795 -1.12
O -1.651 -1.034 -2.997 0.09
C -1.861 0.128 -3.725 -0.20
C -3.054 0.676 -4.125 0.05
H -5.778 2.134 -6.830 0.09
H -4.992 0.680 -6.201 0.08
H -4.114 1.749 -7.296 0.09
H -5.104 4.412 -5.987 0.09
H -3.486 4.075 -6.587 0.08
H -3.714 4.604 -4.914 0.09
H -6.275 3.026 -4.491 0.08
H -5.005 3.009 -3.262 0.09
H -5.661 1.493 -3.892 0.07
H -1.734 3.482 -5.498 0.11
H 0.388 2.465 -4.707 0.13
H -3.987 0.163 -3.935 0.13
C 0.594 -0.964 5.847 -0.21
Si -0.309 -1.017 4.191 0.35
C -1.307 -2.616 4.231 -0.22
C -1.460 0.484 4.166 -0.22
Si 1.164 -0.809 2.349 0.11
Si 3.547 -3.809 2.895 0.26
C 3.098 -3.309 4.635 -0.21
C 3.310 -5.639 2.618 -0.22
C 5.264 -3.269 2.449 -0.21
Si 2.835 0.841 2.669 0.36
C 3.379 0.964 4.469 -0.22
C 4.329 0.437 1.613 -0.20
C 2.039 2.491 2.285 -0.22
H -0.069 -0.500 6.583 0.04
H 1.521 -0.395 5.831 -0.01
H 0.826 -1.970 6.200 0.02
H -2.175 -2.466 4.880 0.04
H -0.700 -3.408 4.674 0.03
H -1.657 -2.982 3.268 -0.04
H -2.369 0.277 4.738 0.03
H -1.746 0.808 3.164 -0.02
H -0.962 1.334 4.638 0.03
H 2.129 -3.723 4.922 0.03
H 3.044 -2.222 4.723 0.01
H 3.850 -3.671 5.341 0.05
H 2.260 -5.921 2.707 0.03
H 3.882 -6.203 3.359 0.04
H 3.663 -5.929 1.627 0.04
H 5.446 -2.226 2.712 0.02
H 5.450 -3.387 1.383 -0.06
H 5.966 -3.896 3.006 0.04
H 3.828 0.050 4.861 0.02
H 2.558 1.261 5.123 0.02
H 4.138 1.751 4.523 0.04
H 5.115 0.009 2.241 0.02
H 4.720 1.340 1.139 0.04
H 4.123 -0.283 0.820 -0.05
H 1.345 2.762 3.087 0.03
H 1.515 2.510 1.335 -0.02
H 2.814 3.258 2.226 0.04
F 1.887 1.774 -1.026 -0.37
As 2.978 2.838 -1.948 0.71
F 1.636 3.916 -2.198 -0.25
F 3.381 3.660 -0.485 -0.24
F 4.044 3.831 -2.851 -0.22
F 4.224 1.655 -1.647 -0.31
F 2.511 1.972 -3.382 -0.27
```